(1)
The following is a DFT calculation (the ωB97M-V functional and the def2-TZVPD basis) of C45H54BaN7O4S3 as an isolated structure in a non-equilibrium geometry.

```
114
Properties=species:S:1:pos:R:3:forces:R:3:lowdin_charge:R:1
Ba -0.163 0.189 0.816 1.7 -2.3 -4.1 1.757
N -1.282 -2.051 2.347 0.1 -0.2 0.1 -0.044
C -2.415 -1.560 3.105 -0.5 0.1 0.0 -0.195
C -3.078 -0.334 2.428 -0.9 -1.1 1.0 -0.720
O -4.247 -0.081 2.705 -0.2 0.1 0.1 0.025
O -2.318 0.375 1.717 -1.3 0.6 -0.3 -0.462
H -1.599 -2.598 1.552 0.2 0.0 0.0 0.047
H -0.696 -2.663 2.906 0.0 0.1 -0.2 0.084
H -2.049 -1.178 4.068 -0.1 -0.1 -0.1 0.105
H -3.192 -2.313 3.310 0.1 0.2 0.0 0.116
S 0.696 -2.756 -0.466 -0.1 0.1 0.1 0.515
C -0.816 -3.202 -1.184 2.1 -1.1 0.2 -0.874
N -1.023 -4.366 -1.771 -0.6 0.3 -0.1 0.046
N 0.019 -5.186 -1.814 0.6 1.1 0.7 -0.033
C -0.017 -6.396 -2.430 -0.4 -0.8 -0.5 -0.249
C -1.202 -6.872 -3.010 0.1 0.3 0.2 -0.036
C -1.227 -8.104 -3.624 0.1 -0.2 -0.1 -0.110
C -0.081 -8.888 -3.685 -0.1 -0.2 -0.1 -0.129
C 1.093 -8.421 -3.111 -0.1 -0.2 -0.1 -0.116
C 1.133 -7.194 -2.486 -0.1 0.3 0.1 -0.037
N -1.922 -2.428 -1.233 -2.2 1.6 -0.2 0.018
N -1.893 -1.226 -0.824 1.5 -2.1 -0.4 -0.062
C -3.101 -0.565 -0.916 -1.8 0.2 -0.4 -0.301
C -4.324 -1.245 -0.977 0.3 0.0 0.1 -0.013
C -5.507 -0.543 -1.067 -0.1 0.0 0.0 -0.086
C -5.492 0.842 -1.089 -0.1 0.1 0.0 -0.090
C -4.285 1.520 -1.008 -0.2 0.2 -0.1 -0.078
C -3.097 0.828 -0.926 0.0 -0.5 -0.1 -0.079
H 0.876 -4.819 -1.375 -0.2 -0.1 -0.1 0.042
H -2.075 -6.244 -2.948 -0.1 0.0 0.0 0.094
H -2.147 -8.468 -4.061 -0.1 0.0 0.0 0.095
H -0.107 -9.855 -4.168 0.0 0.0 0.0 0.087
H 1.985 -9.032 -3.156 0.1 0.0 0.0 0.095
H 2.045 -6.837 -2.033 0.2 0.1 0.1 0.106
H -4.316 -2.324 -0.926 0.0 0.0 -0.1 0.104
H -6.448 -1.074 -1.119 0.0 0.0 0.0 0.098
H -6.419 1.395 -1.154 0.0 0.0 0.0 0.095
H -4.279 2.601 -1.001 0.0 0.1 0.0 0.099
H -2.152 1.339 -0.887 0.2 0.3 -0.1 0.061
O -0.143 2.706 -0.592 -0.2 -1.7 -1.1 -0.582
S 0.065 3.703 0.455 0.3 3.5 -0.1 0.975
C -1.541 4.634 0.492 0.1 -0.4 0.3 -0.269
C -2.534 3.820 1.297 0.0 0.1 0.1 -0.239
C -2.217 3.893 2.791 0.1 0.0 -0.1 -0.225
C -2.529 2.604 3.520 -0.2 -0.3 -0.1 -0.240
S -1.071 1.462 3.368 -0.8 1.1 3.9 0.983
O -0.253 2.034 2.285 0.6 1.7 0.4 -0.862
C -0.273 2.129 4.881 0.1 -0.4 -0.1 -0.326
C 0.989 2.698 4.871 -0.1 0.0 -0.4 -0.055
C 1.589 3.071 6.065 0.0 0.0 0.1 -0.075
C 0.930 2.873 7.268 0.1 0.1 0.1 -0.095
C -0.329 2.293 7.280 0.0 -0.1 0.0 -0.088
C -0.916 1.905 6.090 -0.1 0.0 0.0 -0.102
C 0.907 5.100 -0.374 0.2 -0.3 0.2 -0.352
C 1.336 6.168 0.400 -0.1 0.0 0.1 -0.095
C 2.027 7.214 -0.185 0.0 0.1 0.0 -0.088
C 2.303 7.187 -1.543 0.0 0.0 -0.1 -0.093
C 1.897 6.105 -2.309 0.0 0.2 0.0 -0.075
C 1.200 5.061 -1.724 -0.2 -0.3 0.0 -0.072
H -1.841 4.748 -0.548 0.2 0.0 -0.2 0.103
H -1.361 5.612 0.937 0.1 0.1 0.0 0.093
H -2.499 2.786 0.959 -0.1 -0.1 0.0 0.078
H -3.555 4.171 1.118 0.0 0.0 -0.1 0.123
H -2.764 4.723 3.247 0.0 -0.1 0.1 0.123
H -1.149 4.096 2.917 0.0 0.2 0.1 0.094
H -3.377 2.081 3.086 -0.1 -0.1 0.0 0.080
H -2.716 2.775 4.576 0.1 -0.1 0.0 0.083
H 1.500 2.829 3.928 0.1 0.0 -0.1 0.113
H 2.580 3.506 6.059 0.0 0.0 0.0 0.105
H 1.398 3.156 8.203 0.0 0.0 0.0 0.098
H -0.853 2.130 8.212 0.0 0.0 0.1 0.101
H -1.884 1.421 6.096 -0.1 -0.1 0.1 0.110
H 1.128 6.180 1.462 0.0 0.0 0.1 0.110
H 2.352 8.052 0.416 0.0 0.0 0.0 0.101
H 2.841 8.006 -2.001 0.0 0.0 0.0 0.099
H 2.123 6.079 -3.365 0.0 0.0 -0.1 0.104
H 0.876 4.208 -2.302 0.0 -0.1 -0.1 0.094
C -1.250 1.331 -3.791 0.1 0.0 0.0 -0.111
N -0.182 0.419 -3.446 -0.1 0.1 0.0 -0.248
C -0.489 -0.929 -3.875 0.1 0.0 0.1 -0.100
C 1.071 0.897 -3.995 0.2 -0.1 0.1 -0.210
C 2.306 0.116 -3.541 -0.2 0.1 -0.1 -0.211
N 2.547 0.158 -2.114 0.1 0.0 -0.1 -0.252
C 3.080 1.433 -1.685 -0.1 -0.1 -0.1 -0.099
C 3.427 -0.919 -1.705 -0.1 0.0 0.0 -0.132
H -1.358 1.469 -4.883 0.0 0.0 0.0 0.086
H -1.054 2.300 -3.336 0.0 0.2 0.0 0.073
H -2.189 0.952 -3.396 -0.1 0.0 0.0 0.068
H -0.423 -1.042 -4.973 0.0 0.0 0.0 0.090
H -1.496 -1.196 -3.560 0.0 0.0 0.0 0.072
H 0.196 -1.623 -3.396 0.0 -0.2 0.0 0.064
H 1.180 1.942 -3.701 0.0 0.1 -0.1 0.099
H 1.047 0.861 -5.108 0.0 0.1 0.1 0.120
H 3.175 0.513 -4.109 -0.1 -0.1 0.1 0.120
H 2.185 -0.928 -3.826 0.1 0.0 0.0 0.106
H 4.025 1.684 -2.205 0.0 0.0 0.0 0.088
H 3.256 1.390 -0.613 0.1 0.1 0.2 0.074
H 2.353 2.218 -1.870 -0.1 0.2 0.0 0.053
H 4.423 -0.855 -2.180 0.1 0.1 0.0 0.084
H 2.975 -1.874 -1.959 0.0 -0.1 0.0 0.039
H 3.536 -0.884 -0.624 0.1 -0.1 0.1 0.062
C 2.138 -0.180 1.828 0.5 -0.2 0.4 -0.280
C 3.216 -0.203 2.391 0.7 0.0 0.4 -0.226
C 4.486 -0.240 3.020 0.2 0.0 0.1 -0.280
C 4.625 -0.690 4.339 0.0 0.0 -0.1 -0.051
C 5.867 -0.736 4.939 0.1 0.0 0.1 -0.112
C 6.997 -0.333 4.246 0.2 0.0 0.1 -0.125
C 6.873 0.125 2.943 0.2 0.0 0.0 -0.109
C 5.635 0.172 2.334 -0.1 0.0 0.0 -0.049
H 3.744 -1.008 4.882 0.0 0.0 0.0 0.108
H 5.960 -1.090 5.958 0.0 0.0 0.0 0.093
H 7.971 -0.379 4.716 0.0 0.0 0.0 0.088
H 7.753 0.445 2.400 0.0 0.0 0.0 0.093
H 5.541 0.525 1.316 -0.1 0.0 0.0 0.105
```
Forces are in eV/Å.

Calculated values
Electronic energy in eV: -99360.2522
Energy relative to the best compared isomer or geometry (same formula, charge and spin) in eV: 2.512
Max |F| in eV/Å: 5.0
Multiplicity: 1
Highest occupied orbital energy in eV: -4.2
Total charge: -1
Lowest unoccupied orbital energy in eV: 1.9

---

(2)
The following is a DFT calculation (the ωB97M-V functional and the def2-TZVPD basis) of an isolated ion of composition C4H11N2O and charge +2 in a non-equilibrium geometry.

```
18
Properties=species:S:1:pos:R:3:forces:R:3:mulliken_spin:R:1
O 1.101 0.083 -1.663 -0.2 -0.2 -0.4 0.840
C 1.209 0.216 -0.432 0.3 0.0 1.0 -0.026
N 2.394 0.169 0.147 -0.3 0.4 -0.7 0.099
C -0.137 0.282 0.404 0.6 -0.9 -0.6 0.063
N -1.263 -0.293 -0.450 0.8 -0.1 0.7 0.004
C -2.634 0.204 -0.021 -0.2 -0.9 -0.5 0.001
C 0.057 -0.533 1.659 -0.8 0.0 0.9 0.014
H 3.185 -0.019 -0.477 0.1 0.2 0.3 -0.007
H 2.578 0.689 1.004 0.0 -0.4 0.1 -0.001
H -0.385 1.300 0.669 0.1 0.5 -0.3 -0.007
H -1.063 -0.147 -1.440 -0.5 0.2 -0.2 0.003
H -1.211 -1.310 -0.292 -0.3 0.1 -0.2 0.002
H -2.839 1.185 -0.438 0.3 0.2 0.3 -0.001
H -3.353 -0.495 -0.458 0.1 0.1 0.1 0.001
H -2.664 0.101 1.062 -0.2 0.4 -0.1 0.000
H -0.905 -0.495 2.182 0.0 0.1 0.2 0.014
H 0.286 -1.599 1.619 0.3 0.1 -0.7 0.002
H 0.752 -0.048 2.338 0.1 0.1 0.0 0.001
```
Forces are in eV/Å.

Calculated values
Electronic energy in eV: -9333.7558
<S²>: 0.756
Energy relative to the best compared isomer or geometry (same formula, charge and spin) in eV: 1.175
Max |F| in eV/Å: 1.2
Multiplicity: 2
Highest occupied orbital energy (spin up / spin down) in eV: -22.0 / -21.8
Total charge: +2
Lowest unoccupied orbital energy (spin up / spin down) in eV: -9.0 / -13.9

---

(3)
The following is a DFT calculation (the ωB97M-V functional and the def2-TZVPD basis) of C9H13OS as an isolated structure in a non-equilibrium geometry.

```
24
Properties=species:S:1:pos:R:3:forces:R:3:nbo_charge:R:1
C -2.101 -1.250 0.250 0.4 1.1 -0.4 -0.167
C -0.203 -2.156 -0.978 1.6 1.4 0.3 -0.172
C -1.248 -0.059 0.526 -1.5 -2.8 -1.0 -0.303
C 0.671 -1.139 -0.674 0.5 2.6 1.7 -0.275
C -1.505 -2.235 -0.533 -0.6 0.0 0.6 0.004
C 0.001 -0.105 0.045 1.5 -0.2 -0.4 0.168
C 1.871 3.194 -0.156 -1.0 -2.2 -0.1 -0.815
C -2.192 -3.469 -1.006 -0.4 3.0 -2.1 -0.614
C 0.994 2.373 2.284 -0.5 1.1 0.6 -0.813
O 2.415 0.608 0.876 -1.0 0.7 -0.3 -0.897
S 1.268 1.845 0.614 1.5 -1.8 -0.9 1.324
H -3.238 -1.354 0.459 2.3 0.6 0.1 0.261
H 0.208 -2.879 -1.617 0.3 -1.3 -0.6 0.234
H -1.605 0.793 0.989 -1.0 1.4 1.0 0.244
H 1.790 -1.080 -0.775 -1.6 -0.3 -0.5 0.279
H 1.412 4.018 0.316 0.0 1.2 0.6 0.241
H 1.885 3.209 -1.241 0.2 -0.2 0.1 0.261
H -3.128 -3.098 -1.404 -0.6 -0.6 -0.1 0.227
H -1.603 -3.814 -1.830 0.0 -0.8 -0.4 0.220
H -2.307 -4.163 -0.278 -0.5 -2.2 2.1 0.234
H 1.807 3.056 2.584 -0.1 -0.4 -0.4 0.281
H 1.090 1.446 2.842 -0.5 0.2 0.3 0.278
H 0.050 2.986 2.408 0.8 -1.2 -0.2 0.281
H 3.349 0.822 1.018 0.1 0.8 0.0 0.519
```
Forces are in eV/Å.

Calculated values
Electronic energy in eV: -22414.1319
Energy relative to the best compared isomer or geometry (same formula, charge and spin) in eV: 3.261
Max |F| in eV/Å: 3.7
Multiplicity: 1
Highest occupied orbital energy (spin up / spin down) in eV: -12.9 / -12.9
Total charge: +1
Lowest unoccupied orbital energy (spin up / spin down) in eV: -5.1 / -5.1

---

(4)
The following is a DFT calculation (the ωB97M-V functional and the def2-TZVPD basis) of a 2-piece molecular cluster, ClFI2Si overall in a non-equilibrium geometry.

```
5
Properties=species:S:1:pos:R:3:forces:R:3:nbo_charge:R:1
F -0.538 0.929 -1.337 1.4 -1.4 2.0 -0.741
Si 1.005 -0.236 0.576 -2.0 1.6 -1.5 1.028
Cl -0.252 0.050 2.216 1.2 -0.2 -1.3 -0.291
I 2.488 1.440 -0.295 -0.3 -0.5 0.6 0.024
I 1.600 -2.504 0.066 -0.3 0.6 0.2 -0.020
```
Forces are in eV/Å.

Calculated values
Electronic energy in eV: -39319.5537
Energy relative to the best compared isomer or geometry (same formula, charge and spin) in eV: 3.221
Max |F| in eV/Å: 3.0
Multiplicity: 1
Highest occupied orbital energy in eV: -9.8
Lowest unoccupied orbital energy in eV: -2.1